[1]
{"formula": "C9H14N2O5", "method": "the ωB97M-V functional and the def2-TZVPD basis", "symbols": ["O", "C", "O", "C", "C", "N", "C", "O", "C", "C", "C", "C", "N", "C", "O", "O", "H", "H", "H", "H", "H", "H", "H", "H", "H", "H", "H", "H", "H", "H"], "positions_angstrom": [[3.00, 0.07, -1.86], [2.27, 1.02, -1.99], [2.02, 1.57, -3.22], [1.72, 1.79, -0.74], [1.34, 0.81, 0.36], [0.36, 1.24, 1.37], [-0.59, 0.12, 1.61], [-0.95, -0.16, 2.69], [-1.23, -0.31, 0.25], [-2.73, -0.39, 0.57], [-3.21, -1.84, 0.55], [-2.14, -2.38, -0.53], [-0.92, -1.75, -0.13], [2.78, 0.89, 1.21], [2.82, 1.66, 2.14], [3.80, 0.12, 0.63], [1.39, 2.31, -3.27], [2.56, 2.46, -0.45], [0.90, 2.47, -1.11], [1.11, -0.29, 0.22], [0.78, 1.66, 2.17], [-0.93, 0.38, -0.64], [-2.74, -0.10, 1.67], [-3.26, 0.36, -0.06], [-3.03, -2.36, 1.52], [-4.19, -1.77, 0.21], [-2.17, -3.49, -0.74], [-2.36, -1.95, -1.46], [-0.10, -1.95, -0.73], [3.69, -0.17, -0.24]], "mulliken_charge": [-0.599, 0.758, -0.495, -1.052, -0.056, -0.258, 0.148, -0.553, 0.443, -0.702, -0.626, -0.681, -0.374, 0.411, -0.551, -0.510, 0.362, 0.310, 0.469, 0.512, 0.347, 0.029, 0.233, 0.353, 0.284, 0.382, 0.353, 0.371, 0.258, 0.433], "smiles": "O=C(O)C[C@H](NC(=O)[C@@H]1CCCN1)C(=O)O", "molar_mass_g_mol": 230.22, "lumo_ha": 0.0001, "homo_ev": -8.853, "total_charge": 0, "relative_energy_kj_mol": 334.7, "gap_ha": 0.3254}


[2]
{"formula": "CH2O2S", "method": "the ωB97M-V functional and the def2-TZVPD basis", "symbols": ["O", "S", "C", "O", "H", "H"], "positions_angstrom": [[-0.68, -2.02, 1.40], [-0.36, -1.26, 0.23], [-0.51, 0.53, 0.64], [-1.53, 0.22, 0.10], [1.37, 1.50, -0.97], [1.71, 1.02, -1.40]], "mulliken_charge": [-0.432, 0.490, 0.001, -0.072, -0.013, 0.026], "smiles": "O=S1#CO1.[H][H]", "molar_mass_g_mol": 78.09, "lumo_ha": -0.0198, "homo_ev": -9.342, "total_charge": 0, "relative_energy_kj_mol": 496.7, "gap_ha": 0.3235}


[3]
{"formula": "C11H40N2O9", "method": "the ωB97M-V functional and the def2-TZVPD basis", "symbols": ["N", "C", "N", "O", "H", "H", "H", "H", "C", "C", "O", "H", "H", "H", "H", "H", "H", "C", "C", "O", "H", "H", "H", "H", "H", "H", "C", "O", "H", "H", "H", "H", "C", "O", "H", "H", "H", "H", "C", "O", "H", "H", "H", "H", "C", "O", "H", "H", "H", "H", "C", "O", "H", "H", "H", "H", "C", "O", "H", "H", "H", "H"], "positions_angstrom": [[2.24, 0.52, -1.42], [3.41, -0.01, -1.53], [4.28, 0.65, -2.23], [3.65, -1.29, -0.97], [1.55, 0.05, -0.81], [1.94, 1.44, -1.85], [5.24, 0.29, -2.49], [3.83, 1.15, -3.02], [3.23, 0.60, 3.40], [3.41, 0.40, 1.85], [2.87, 1.52, 1.22], [3.23, -0.37, 3.83], [2.31, 1.21, 3.62], [4.14, 1.14, 3.72], [2.90, -0.45, 1.42], [4.47, 0.35, 1.66], [2.59, 1.39, 0.31], [-0.88, 0.31, 3.33], [-2.15, 0.91, 2.78], [-2.28, 0.73, 1.39], [-0.86, -0.72, 3.04], [-0.98, 0.38, 4.44], [0.05, 0.83, 3.11], [-2.24, 2.01, 2.85], [-3.05, 0.49, 3.35], [-2.90, 1.34, 1.00], [-1.75, 1.14, -1.83], [-1.64, 2.32, -0.95], [-0.75, 0.81, -2.18], [-2.58, 1.17, -2.58], [-2.12, 0.33, -1.18], [-1.36, 2.00, -0.10], [-1.75, -3.20, -2.52], [-2.32, -1.91, -2.70], [-0.66, -3.23, -2.65], [-2.15, -3.82, -3.27], [-2.01, -3.64, -1.55], [-3.28, -2.02, -2.91], [1.64, -1.91, -3.51], [1.12, -0.60, -3.47], [2.73, -1.92, -3.58], [1.20, -2.33, -4.37], [1.54, -2.34, -2.54], [1.51, -0.19, -2.69], [-4.29, -1.79, -0.03], [-4.75, -0.69, -0.73], [-4.11, -2.73, -0.51], [-4.88, -2.03, 0.88], [-3.28, -1.55, 0.34], [-4.88, 0.00, -0.10], [0.04, 3.31, 2.04], [-1.04, 4.07, 1.49], [-0.14, 2.84, 3.06], [0.87, 3.95, 2.17], [0.37, 2.50, 1.37], [-0.92, 4.14, 0.52], [0.05, -1.57, 0.23], [0.22, -0.16, 0.40], [0.43, -1.98, -0.67], [-1.02, -1.94, 0.23], [0.56, -2.11, 1.05], [-0.57, 0.20, 0.84]], "mulliken_charge": [-0.310, 0.736, -0.446, -0.675, 0.175, 0.280, 0.339, 0.246, -1.239, 0.077, -0.571, 0.354, 0.195, 0.375, 0.093, 0.390, 0.430, -0.952, -0.302, -0.371, 0.377, 0.391, -0.060, 0.346, 0.288, 0.274, 0.248, -0.620, -0.009, 0.394, -0.182, 0.155, -0.622, -0.399, 0.127, 0.424, 0.250, 0.270, -0.704, -0.637, 0.280, 0.334, 0.139, 0.511, -0.435, -0.469, 0.289, 0.365, -0.057, 0.303, -0.314, -0.554, 0.203, 0.471, -0.076, 0.342, -0.177, 0.074, -0.006, -0.039, 0.265, -0.583], "smiles": "NC(N)=O.CCO.CCO.CO.CO.CO.CO.CO.CO", "molar_mass_g_mol": 344.45, "lumo_ha": 0.0163, "homo_ev": -9.475, "total_charge": 0, "relative_energy_kj_mol": 105.1, "gap_ha": 0.3645}


[4]
{"formula": "C6H10", "method": "the ωB97M-V functional and the def2-TZVPD basis", "symbols": ["C", "C", "C", "C", "C", "C", "H", "H", "H", "H", "H", "H", "H", "H", "H", "H"], "positions_angstrom": [[2.51, 0.78, -0.01], [1.38, 0.39, -0.15], [-0.04, -0.03, -0.07], [-0.94, 0.90, -0.89], [-0.39, 0.08, 1.43], [-0.23, -1.48, -0.55], [3.50, 1.14, 0.14], [-0.83, 1.94, -0.58], [-1.99, 0.61, -0.75], [-0.71, 0.83, -1.96], [0.20, -0.64, 2.01], [-0.15, 1.08, 1.79], [-1.45, -0.11, 1.60], [-1.26, -1.78, -0.37], [-0.04, -1.56, -1.63], [0.44, -2.17, -0.02]], "mulliken_charge": [0.102, -1.213, 1.865, -1.515, -1.571, -1.500, 0.452, 0.376, 0.350, 0.387, 0.389, 0.394, 0.378, 0.343, 0.386, 0.377], "smiles": "C#CC(C)(C)C", "molar_mass_g_mol": 82.15, "lumo_ha": 0.0346, "homo_ev": -9.905, "total_charge": 0, "relative_energy_kj_mol": 132.5, "gap_ha": 0.3986}


[5]
{"formula": "H8O4", "method": "the ωB97M-V functional and the def2-TZVPD basis", "symbols": ["O", "H", "H", "O", "H", "H", "O", "H", "H", "O", "H", "H"], "positions_angstrom": [[3.14, -0.88, 0.29], [3.55, -0.80, 1.12], [2.29, -0.44, 0.27], [-1.79, 0.33, 1.64], [-2.38, 0.22, 0.90], [-1.05, 0.02, 1.24], [0.38, 2.02, -0.74], [0.01, 1.08, -0.75], [0.42, 2.40, -1.60], [-1.62, -1.38, -0.97], [-2.00, -2.26, -1.17], [-1.70, -0.99, -1.81]], "mulliken_charge": [-0.631, 0.309, 0.321, -0.591, 0.336, 0.244, -0.619, 0.317, 0.305, -0.596, 0.296, 0.309], "smiles": "O.O.O.O", "molar_mass_g_mol": 72.06, "lumo_ha": 0.0039, "homo_ev": -11.325, "total_charge": 0, "relative_energy_kj_mol": 143.7, "gap_ha": 0.4201}


[6]
{"formula": "C2H8N2", "method": "the ωB97M-V functional and the def2-TZVPD basis", "symbols": ["C", "N", "H", "H", "H", "C", "N", "H", "H", "H", "H", "H"], "positions_angstrom": [[0.34, 6.45, 0.61], [-0.10, 6.45, -0.67], [1.23, 7.02, 1.07], [-0.40, 5.80, 1.13], [-0.44, 5.54, -0.88], [0.05, -3.83, -0.09], [-0.29, -5.32, -0.04], [-1.02, -3.44, -0.04], [0.73, -3.62, 0.75], [0.73, -3.64, -0.95], [-1.21, -5.53, -0.40], [0.40, -5.90, -0.48]], "mulliken_charge": [-0.189, -0.504, 0.233, 0.210, 0.250, -0.530, -0.520, 0.272, 0.194, 0.192, 0.208, 0.184], "smiles": "C=N.CN", "molar_mass_g_mol": 60.10, "lumo_ha": 0.0284, "homo_ev": -9.007, "total_charge": 0, "relative_energy_kj_mol": 262.2, "gap_ha": 0.3594}


[7]
{"formula": "C46H37N5O7S2Sn", "method": "the ωB97M-V functional and the def2-TZVPD basis", "symbols": ["Sn", "C", "O", "C", "N", "C", "C", "C", "C", "C", "C", "C", "C", "C", "C", "C", "C", "N", "C", "N", "C", "C", "O", "C", "C", "C", "C", "C", "C", "H", "H", "H", "H", "H", "H", "H", "H", "H", "H", "H", "H", "H", "H", "H", "H", "H", "H", "H", "S", "C", "N", "C", "C", "N", "C", "C", "C", "C", "C", "C", "C", "C", "S", "C", "C", "C", "C", "C", "C", "C", "H", "H", "H", "H", "H", "H", "H", "H", "H", "H", "H", "H", "H", "H", "H", "H", "H", "H", "O", "C", "C", "O", "C", "C", "O", "C", "O", "O"], "positions_angstrom": [[0.47, -0.01, 0.03], [-1.46, 1.16, 4.53], [-2.49, 1.20, 3.52], [-1.86, 1.19, 2.34], [-0.59, 1.09, 2.34], [-0.18, 0.85, 3.72], [1.06, 1.59, 4.15], [1.39, 1.64, 5.50], [2.58, 2.24, 5.90], [3.45, 2.78, 4.96], [3.12, 2.72, 3.62], [1.93, 2.14, 3.21], [-2.68, 1.22, 1.12], [-4.07, 1.17, 1.18], [-4.78, 1.12, 0.00], [-4.09, 1.12, -1.21], [-2.70, 1.18, -1.17], [-2.01, 1.23, -0.03], [-1.90, 1.09, -2.40], [-0.65, 0.93, -2.42], [-0.26, 0.67, -3.80], [-1.54, 1.01, -4.60], [-2.56, 1.11, -3.58], [0.96, 1.43, -4.26], [1.40, 1.25, -5.57], [2.55, 1.89, -6.01], [3.27, 2.72, -5.16], [2.82, 2.90, -3.86], [1.67, 2.27, -3.41], [-1.72, 0.39, 5.25], [-1.41, 2.13, 5.01], [0.05, -0.23, 3.77], [0.73, 1.20, 6.23], [2.83, 2.27, 6.96], [4.37, 3.23, 5.28], [3.80, 3.12, 2.87], [1.67, 2.10, 2.16], [-4.56, 1.14, 2.14], [-5.86, 1.06, 0.01], [-4.60, 1.07, -2.16], [-0.02, -0.40, -3.86], [-1.84, 0.25, -5.31], [-1.46, 1.97, -5.10], [0.85, 0.60, -6.23], [2.89, 1.74, -7.03], [4.17, 3.20, -5.50], [3.38, 3.54, -3.18], [1.32, 2.42, -2.40], [2.75, -0.90, 1.64], [3.52, -2.09, 0.76], [3.97, -3.21, 1.35], [4.44, -4.33, 0.55], [5.24, -3.81, -0.62], [4.43, -2.87, -1.37], [4.46, -3.00, -2.82], [3.55, -4.12, -3.27], [2.17, -4.00, -3.09], [1.32, -5.03, -3.48], [1.85, -6.18, -4.05], [3.22, -6.30, -4.24], [4.07, -5.27, -3.85], [3.66, -1.97, -0.73], [2.86, -0.77, -1.57], [3.94, -3.44, 2.80], [5.28, -3.16, 3.44], [6.08, -4.21, 3.85], [7.33, -3.98, 4.42], [7.78, -2.68, 4.58], [6.99, -1.62, 4.17], [5.74, -1.85, 3.61], [3.59, -4.91, 0.19], [5.06, -4.97, 1.17], [5.52, -4.63, -1.27], [6.15, -3.32, -0.25], [5.49, -3.19, -3.12], [4.15, -2.05, -3.26], [1.75, -3.10, -2.66], [0.25, -4.92, -3.33], [1.19, -6.98, -4.35], [3.63, -7.19, -4.70], [5.14, -5.37, -4.01], [3.67, -4.48, 2.95], [3.15, -2.82, 3.23], [5.73, -5.23, 3.74], [7.94, -4.82, 4.74], [8.75, -2.50, 5.02], [7.34, -0.60, 4.30], [5.12, -1.02, 3.31], [-2.70, -5.59, -0.06], [-2.13, -4.53, -0.04], [-1.42, -3.87, -1.21], [-1.36, -4.29, -2.35], [-0.82, -2.66, -0.67], [-1.11, -2.52, 0.70], [-0.67, -1.52, 1.38], [-1.97, -3.61, 1.16], [-2.47, -3.76, 2.25], [-0.12, -1.78, -1.30]], "mulliken_charge": [1.124, -0.566, -0.434, -0.092, -0.012, 0.691, -0.112, -0.593, -0.657, -0.544, -0.742, -0.156, 0.466, -0.742, -0.461, -0.791, 0.366, -0.058, -0.027, 0.135, 0.480, -0.480, -0.469, -0.063, -0.541, -0.617, -0.478, -0.773, -0.015, 0.328, 0.342, 0.245, 0.393, 0.397, 0.405, 0.436, 0.492, 0.503, 0.439, 0.492, 0.122, 0.347, 0.317, 0.391, 0.395, 0.399, 0.415, 0.466, -0.010, -0.190, 0.416, -0.650, -0.854, 0.271, -1.967, 0.806, 0.269, -0.721, -0.627, -0.569, -0.440, 0.019, -0.028, -2.023, 0.842, -0.321, -0.645, -0.410, -0.753, -0.141, 0.298, 0.441, 0.480, 0.304, 0.493, 0.600, 0.075, 0.760, 0.422, 0.373, 0.370, 0.555, 0.625, 0.367, 0.375, 0.380, 0.416, 0.468, -0.592, 0.258, -0.116, -0.779, 0.672, 0.326, -0.267, -0.177, -0.660, 0.096], "molar_mass_g_mol": 954.67, "lumo_ha": -0.0462, "homo_ev": -6.915, "total_charge": 0, "relative_energy_kj_mol": 35.2, "gap_ha": 0.2080}


[8]
{"formula": "C29H25F3N2O10P2RuTe", "method": "the ωB97M-V functional and the def2-TZVPD basis", "symbols": ["Ru", "O", "C", "O", "C", "C", "C", "C", "C", "N", "H", "H", "H", "H", "O", "P", "O", "O", "O", "P", "O", "O", "O", "H", "H", "F", "C", "F", "F", "C", "C", "C", "C", "C", "C", "C", "C", "H", "H", "H", "H", "Te", "C", "C", "C", "C", "C", "C", "C", "C", "C", "C", "C", "C", "H", "H", "H", "H", "H", "H", "H", "H", "H", "H", "C", "C", "N", "O", "H", "H", "H", "H", "H"], "positions_angstrom": [[-0.09, -0.21, -0.04], [-1.39, 2.47, 2.98], [-1.26, 1.66, 2.08], [-0.17, 1.34, 1.48], [-2.49, 0.92, 1.57], [-3.70, 1.00, 2.24], [-4.79, 0.31, 1.73], [-4.65, -0.40, 0.55], [-3.41, -0.42, -0.07], [-2.36, 0.22, 0.44], [-3.74, 1.59, 3.15], [-5.74, 0.33, 2.25], [-5.47, -0.96, 0.13], [-3.23, -0.97, -0.98], [-0.37, -4.19, 1.65], [-1.45, -3.05, 1.37], [-2.76, -3.38, 1.95], [-0.81, -1.70, 1.67], [-1.58, -3.06, -0.27], [-0.35, -2.93, -1.30], [-0.61, -4.08, -2.37], [-0.53, -1.56, -1.94], [0.94, -3.17, -0.60], [0.40, -4.03, 1.05], [-1.42, -3.93, -2.86], [-1.77, 7.12, -6.23], [-2.76, 6.36, -5.71], [-3.61, 7.21, -5.11], [-3.41, 5.83, -6.76], [-2.24, 5.31, -4.78], [-2.52, 5.34, -3.42], [-2.02, 4.36, -2.59], [-1.23, 3.32, -3.09], [-0.95, 3.31, -4.47], [-1.45, 4.29, -5.30], [-0.73, 2.30, -2.23], [-0.30, 1.43, -1.49], [-3.13, 6.14, -3.01], [-2.24, 4.38, -1.53], [-0.34, 2.51, -4.87], [-1.23, 4.26, -6.36], [1.90, -1.13, 1.96], [1.08, -0.66, 3.84], [0.55, -1.71, 4.59], [-0.02, -1.45, 5.83], [-0.06, -0.16, 6.32], [0.46, 0.89, 5.56], [1.03, 0.64, 4.32], [3.44, 0.31, 2.05], [4.72, -0.04, 2.47], [5.73, 0.91, 2.52], [5.46, 2.23, 2.16], [4.18, 2.58, 1.74], [3.18, 1.63, 1.68], [0.57, -2.72, 4.20], [-0.44, -2.27, 6.40], [-0.52, 0.04, 7.28], [0.39, 1.91, 5.92], [1.39, 1.46, 3.73], [4.93, -1.06, 2.76], [6.72, 0.63, 2.85], [6.24, 2.97, 2.20], [3.97, 3.60, 1.46], [2.18, 1.91, 1.35], [3.47, -1.74, -2.16], [2.48, -0.63, -2.00], [1.86, -0.18, -3.11], [2.24, -0.15, -0.89], [4.02, -1.67, -3.10], [2.92, -2.68, -2.13], [4.16, -1.72, -1.32], [1.88, -0.76, -3.93], [1.04, 0.39, -2.95]], "mulliken_spin": [3.854, 0.021, 0.006, 0.141, 0.002, 0.004, -0.002, 0.002, 0.004, 0.092, 0.000, 0.000, 0.000, 0.005, 0.002, -0.013, 0.007, 0.096, -0.001, 0.032, 0.001, 0.071, 0.016, -0.001, 0.000, 0.000, 0.000, 0.000, 0.000, 0.006, -0.003, 0.006, -0.021, 0.009, -0.004, 0.033, 0.321, 0.000, 0.001, 0.000, 0.000, 0.236, 0.001, 0.012, -0.004, 0.013, -0.006, -0.003, 0.012, -0.009, 0.003, 0.001, 0.003, -0.006, -0.001, 0.000, 0.001, 0.000, -0.004, -0.001, 0.000, 0.000, 0.000, -0.009, 0.004, 0.005, 0.005, 0.063, 0.000, 0.002, 0.001, 0.001, -0.005], "multiplicity": 6, "molar_mass_g_mol": 909.13, "s_squared": 8.760, "lumo_ha": [0.0857, 0.0459], "homo_ev": [-5.347, -5.801], "total_charge": -1, "relative_energy_kj_mol": 7.8, "gap_ha": [0.2822, 0.2591]}